Computed, not measured: a 2-piece molecular cluster, C6H14O3 overall, with the ωB97M-V functional and the def2-TZVPD basis.

Each line ends with the Mulliken charge.
Element x y z (Å)
C (0.29338, 1.86898, 1.75005)  -0.79
H (-1.67365, 0.95756, -0.44674)  0.07
C (1.29546, -0.05310, 0.71402)  0.85
O (2.32826, -0.03433, 1.63077)  -0.54
C (-1.79160, 0.59309, -1.46499)  -0.74
H (-0.19542, -2.32869, -2.45973)  0.31
C (-1.38215, -0.83711, -1.56354)  0.10
C (-0.35347, -1.27300, -2.30635)  -1.09
H (1.02520, 1.75545, 2.55357)  0.36
H (-0.66923, 1.46994, 2.08320)  0.27
H (-1.93353, -1.53279, -0.94327)  0.40
H (-0.78883, -1.08154, 0.86581)  0.30
H (-2.83411, 0.70051, -1.74395)  0.39
H (0.18926, 2.92370, 1.50279)  0.25
H (-1.18263, 1.22649, -2.11702)  0.26
H (0.66156, -2.11529, 1.26786)  0.29
H (0.10484, -0.62511, -3.04158)  0.39
C (0.20035, -1.11842, 1.30893)  -1.21
O (1.76349, -0.42281, -0.50520)  -0.63
H (0.97007, -0.61614, -1.15673)  0.30
H (3.15050, 0.14488, 1.15460)  0.34
O (0.73008, 1.22909, 0.56541)  -0.35
H (0.09218, -0.83137, 2.35208)  0.45

Output
SMILES string: COC(C)(O)O.C=CC
LUMO (eV): 0.94
Orbital gap (eV): 10.78
HOMO energy (Eh): -0.3618
Total energy (a.u.): -462.68419
Energy relative to the best compared isomer or geometry (same formula, charge and spin) (kcal per mole): 42.0

Computed, not measured: an isolated molecule of C6H14O3, with the ωB97M-V functional and the def2-TZVPD basis.

Each line ends with the Mulliken charge.
Element x y z (Å)
H (0.32722, 2.08107, -2.25224)  0.32
H (0.15545, 2.12035, 0.36493)  0.44
C (-0.11602, 1.11299, -2.47762)  -1.42
C (0.44845, 0.29108, -0.13232)  0.62
H (-0.74873, -2.47771, 1.72044)  0.44
H (-1.07128, 0.06148, 1.46800)  0.32
O (-1.65797, 1.28156, -0.56156)  -0.53
H (1.17269, 0.56924, 2.47628)  0.37
H (0.40389, -0.83568, 3.19990)  0.45
H (-1.08619, -0.53306, -1.42122)  0.22
H (-2.25333, 1.56331, -1.26614)  0.38
H (-0.92145, 1.23711, -3.20050)  0.46
H (1.70890, -1.06445, 2.03106)  0.33
C (-0.67895, 0.44568, -1.14862)  -0.07
H (-1.43523, -1.97175, 0.18608)  0.35
C (-0.17721, -0.48082, 1.14862)  0.57
O (1.49476, -0.42120, -0.69514)  -0.58
C (0.84553, -0.45021, 2.28262)  -1.59
C (-0.54508, -1.92003, 0.80781)  -1.49
H (2.28148, -0.21585, -0.17576)  0.43
O (0.92642, 1.54965, 0.24929)  -0.65
H (0.27916, -2.40403, 0.28728)  0.30
H (0.64751, 0.46128, -2.89120)  0.35

Output
SMILES string: CC(C)C(O)(O)[C@H](C)O
LUMO (eV): 0.74
Orbital gap (eV): 10.37
HOMO energy (Eh): -0.3538
Total energy (a.u.): -462.73388
Energy relative to the best compared isomer or geometry (same formula, charge and spin) (kcal per mole): 10.8

Computed, not measured: C6H14O3Rh as an isolated structure, with the ωB97M-V functional and the def2-TZVPD basis.

Each line ends with the Löwdin spin population.
Element x y z (Å)
H (0.25146, 2.26143, 0.28613)  0.00
O (2.58704, 1.36124, -0.33165)  0.00
H (-3.32473, -3.29820, 2.16666)  0.02
C (-1.15360, 0.13760, 0.37200)  0.03
H (4.21268, 2.35780, -1.15806)  0.00
H (-2.03033, -1.50987, -0.68194)  0.00
C (1.63976, 1.79411, -1.27453)  0.00
H (-3.41209, -3.18207, 0.37339)  0.00
Rh (-2.49147, -0.72891, 3.27365)  3.58
H (-2.07186, 0.73223, 0.21890)  0.00
O (-2.31026, -1.72842, 1.34882)  0.27
H (1.83967, 2.84056, -1.56958)  0.00
C (0.25908, 1.71690, -0.67492)  0.00
H (-0.46857, 2.22401, -1.33220)  0.00
H (4.56167, 1.02221, -0.01612)  0.00
H (-0.59596, -1.96961, 0.22145)  0.00
H (-1.90831, -3.76422, 1.17171)  0.00
H (1.68846, 1.16594, -2.18320)  0.00
C (-2.75945, -3.07029, 1.25279)  0.04
H (3.99832, 0.65150, -1.67502)  0.00
C (3.90145, 1.35171, -0.82706)  0.00
C (-1.49353, -1.33180, 0.26410)  0.02
O (-0.11464, 0.36690, -0.53919)  0.01
H (-0.80478, 0.59925, 1.31389)  0.02

Output
Net charge: +1
LUMO (alpha / beta) (eV): -3.60 / -7.50
Orbital gap (alpha / beta) (eV): 8.67 / 4.76
Spin multiplicity: 5
HOMO energy (alpha / beta) (Eh): -0.4507 / -0.4507
Total energy (a.u.): -572.78173

Computed, not measured: C6H14O4V as an isolated structure, with the ωB97M-V functional and the def2-TZVPD basis.

Each line ends with the Löwdin spin population.
Element x y z (Å)
V (0.33116, 0.08903, 0.86545)  0.81
H (-0.18489, 0.70971, -1.43880)  0.00
H (-0.45255, -3.45802, 0.26713)  0.00
H (2.66713, 1.14147, -2.11040)  0.00
C (-0.56932, 2.19434, 0.12320)  0.00
O (1.55242, 1.06069, -0.35358)  0.00
H (0.90325, -2.83204, -0.69201)  0.00
H (0.84334, -2.49854, 1.05155)  0.00
H (0.56733, 2.29096, -1.68843)  0.00
H (-1.39533, 2.72041, -0.39972)  0.00
C (-2.02823, 0.29916, 0.65139)  0.03
H (-2.96217, 0.37555, 1.23082)  0.01
O (-1.16032, 1.34476, 1.12802)  0.02
O (-0.47503, -1.41711, -0.14246)  0.03
H (1.85824, -0.42664, -1.77630)  0.00
C (0.33140, 1.53654, -0.92800)  0.00
C (2.37684, 0.42890, -1.33170)  0.00
O (1.04811, -0.38394, 2.24229)  0.04
H (3.26755, 0.07677, -0.82101)  0.00
H (-0.88271, -1.08527, 1.88441)  0.00
H (-2.27579, 0.43759, -0.40393)  0.00
C (0.24415, -2.62398, 0.14872)  0.01
H (-2.20733, -1.83956, 0.92203)  0.02
H (0.01108, 2.93665, 0.66520)  0.00
C (-1.40832, -1.07744, 0.90613)  0.04

Output
LUMO (alpha / beta) (eV): 0.46 / 0.48
Orbital gap (alpha / beta) (eV): 4.72 / 4.22
Spin multiplicity: 2
HOMO energy (alpha / beta) (Eh): -0.1563 / -0.1375
Total energy (a.u.): -1481.71577
Energy relative to the best compared isomer or geometry (same formula, charge and spin) (kcal per mole): 0.0